[1]
{
  "formula": "C40H41ClN3O2TeV",
  "method": "ωB97M-V with the def2-TZVPD basis set",
  "symbols": ["V", "C", "N", "C", "C", "C", "N", "C", "C", "C", "C", "C", "C", "C", "O", "C", "C", "C", "N", "C", "C", "C", "C", "C", "C", "C", "O", "H", "H", "H", "H", "H", "H", "H", "H", "H", "H", "H", "H", "H", "H", "H", "H", "H", "H", "H", "H", "H", "H", "H", "H", "H", "Te", "C", "C", "C", "C", "C", "C", "C", "C", "C", "C", "C", "C", "H", "H", "H", "H", "H", "H", "H", "H", "H", "H", "Cl", "C", "C", "C", "C", "C", "C", "C", "H", "H", "H", "H", "H", "H"],
  "coordinates": [[0.543, -0.491, 0.314], [2.721, 1.990, 0.409], [2.627, 0.521, 0.292], [3.369, -0.111, 1.388], [2.639, -0.132, 2.751], [1.353, 0.698, 2.868], [0.282, 0.066, 2.135], [-0.734, -0.324, 2.842], [-1.900, -0.957, 2.334], [-2.908, -1.384, 3.216], [-4.097, -1.888, 2.756], [-4.328, -1.963, 1.381], [-3.357, -1.571, 0.488], [-2.103, -1.105, 0.930], [-1.181, -0.765, 0.087], [3.241, 0.117, -0.980], [2.494, 0.623, -2.214], [1.199, -0.161, -2.527], [0.863, -1.111, -1.503], [0.538, -2.307, -1.865], [0.227, -3.373, -0.967], [-0.334, -4.568, -1.450], [-0.573, -5.639, -0.621], [-0.221, -5.556, 0.727], [0.324, -4.402, 1.235], [0.538, -3.266, 0.423], [1.023, -2.194, 0.958], [3.429, 2.401, -0.315], [3.082, 2.275, 1.393], [1.749, 2.458, 0.239], [4.346, 0.388, 1.505], [3.564, -1.149, 1.104], [3.337, 0.189, 3.527], [2.347, -1.161, 2.970], [1.487, 1.719, 2.506], [1.098, 0.771, 3.939], [-0.751, -0.124, 3.918], [-2.733, -1.297, 4.281], [-4.862, -2.207, 3.449], [-5.279, -2.323, 1.018], [-3.537, -1.617, -0.577], [3.293, -0.976, -1.015], [4.275, 0.503, -1.023], [3.175, 0.526, -3.061], [2.264, 1.686, -2.096], [1.310, -0.664, -3.502], [0.362, 0.555, -2.603], [0.523, -2.560, -2.933], [-0.598, -4.629, -2.497], [-1.036, -6.537, -1.006], [-0.395, -6.399, 1.381], [0.583, -4.319, 2.283], [-0.469, 3.161, -1.593], [0.603, 4.346, -3.134], [0.751, 5.693, -2.835], [1.616, 6.494, -3.558], [2.351, 5.948, -4.595], [2.189, 4.612, -4.923], [1.323, 3.814, -4.192], [-2.092, 2.586, -2.843], [-1.899, 1.920, -4.043], [-2.981, 1.614, -4.855], [-4.265, 1.952, -4.463], [-4.461, 2.596, -3.253], [-3.380, 2.918, -2.453], [0.183, 6.109, -2.013], [1.717, 7.538, -3.301], [3.049, 6.560, -5.149], [2.749, 4.183, -5.743], [1.217, 2.769, -4.454], [-0.906, 1.629, -4.359], [-2.821, 1.100, -5.792], [-5.109, 1.714, -5.096], [-5.457, 2.861, -2.930], [-3.545, 3.423, -1.512], [-1.357, 5.341, 1.183], [-2.818, 4.417, 1.307], [-3.993, 5.055, 1.635], [-5.166, 4.317, 1.729], [-5.151, 2.958, 1.436], [-3.980, 2.336, 1.074], [-2.754, 3.033, 1.040], [-1.543, 2.385, 0.714], [-3.996, 6.120, 1.819], [-6.081, 4.798, 2.040], [-6.063, 2.382, 1.496], [-3.968, 1.281, 0.845], [-1.601, 1.326, 0.531], [-0.654, 2.712, 1.234]],
  "molar_mass_da": 809.78,
  "e_homo_ev": [-4.861, -4.861],
  "s_squared": 2.016,
  "total_energy_ev": -96212.65648,
  "spin_multiplicity": 3,
  "gap_ev": [4.2867, 4.1508]
}


[2]
{
  "formula": "C40H41F2N6RhSe2Si2",
  "method": "ωB97M-V with the def2-TZVPD basis set",
  "symbols": ["Rh", "F", "C", "C", "C", "C", "C", "F", "C", "C", "C", "C", "C", "C", "N", "H", "H", "H", "H", "H", "H", "C", "Si", "C", "C", "C", "C", "C", "C", "C", "H", "H", "H", "H", "H", "H", "H", "H", "H", "H", "H", "C", "Si", "C", "C", "Se", "H", "H", "H", "H", "H", "H", "H", "H", "H", "N", "C", "C", "C", "C", "C", "C", "C", "N", "C", "C", "N", "C", "H", "H", "H", "H", "H", "H", "H", "C", "N", "C", "Se", "N", "C", "C", "C", "C", "C", "C", "H", "H", "H", "H", "H", "H", "H", "H"],
  "coordinates": [[-0.218, 0.150, 0.132], [-1.180, -0.170, 5.438], [-0.260, -0.047, 4.457], [-0.686, 0.093, 3.146], [0.250, 0.157, 2.138], [1.635, 0.132, 2.412], [1.998, 0.060, 3.765], [3.304, 0.120, 4.121], [1.082, -0.046, 4.789], [2.565, 0.216, 1.302], [3.912, -0.161, 1.368], [4.728, -0.002, 0.273], [4.196, 0.559, -0.893], [2.850, 0.858, -0.911], [2.045, 0.677, 0.129], [-1.750, 0.136, 2.958], [1.403, -0.099, 5.817], [4.306, -0.604, 2.266], [5.761, -0.312, 0.311], [4.807, 0.732, -1.765], [2.393, 1.267, -1.805], [-1.544, -1.789, -2.722], [-0.974, -0.011, -2.162], [-2.559, 1.081, -2.431], [0.207, 0.381, -3.639], [-0.252, 1.202, -4.658], [0.414, 1.274, -5.867], [1.573, 0.546, -6.070], [2.074, -0.236, -5.042], [1.391, -0.318, -3.842], [-2.217, -1.681, -3.569], [-2.069, -2.328, -1.941], [-0.703, -2.396, -3.038], [-3.107, 0.732, -3.300], [-2.294, 2.123, -2.570], [-3.222, 1.035, -1.573], [-1.163, 1.761, -4.522], [0.013, 1.890, -6.659], [2.077, 0.580, -7.024], [2.989, -0.795, -5.182], [1.773, -0.960, -3.065], [-1.020, 5.441, 1.239], [-0.262, 4.295, -0.090], [1.640, 4.200, -0.032], [-0.855, 4.774, -1.843], [-1.205, 2.266, 0.501], [-0.808, 6.487, 1.044], [-0.628, 5.187, 2.221], [-2.099, 5.306, 1.274], [2.089, 5.183, -0.127], [2.011, 3.579, -0.842], [1.972, 3.760, 0.903], [-0.638, 5.817, -2.046], [-1.926, 4.627, -1.950], [-0.352, 4.173, -2.595], [-4.385, -9.175, 1.594], [-3.640, -8.326, 1.373], [-2.752, -7.270, 1.117], [-1.434, -7.514, 0.701], [-0.574, -6.472, 0.452], [-1.000, -5.151, 0.629], [-2.312, -4.905, 1.056], [-3.179, -5.942, 1.288], [-0.161, -4.073, 0.339], [0.724, -3.976, -0.705], [1.136, -2.680, -0.751], [0.547, -1.972, 0.255], [-0.209, -2.844, 0.909], [-1.101, -8.533, 0.578], [0.439, -6.661, 0.133], [-2.648, -3.885, 1.165], [-4.195, -5.748, 1.597], [0.945, -4.797, -1.354], [1.838, -2.225, -1.422], [-0.718, -2.649, 1.835], [-4.745, 1.332, 1.516], [-5.184, 0.356, 0.560], [-4.418, -0.675, 0.123], [-2.747, -1.202, 0.662], [-5.163, -1.425, -0.733], [-6.421, -0.895, -0.829], [-7.546, -1.317, -1.516], [-8.691, -0.544, -1.392], [-8.705, 0.602, -0.607], [-7.585, 1.021, 0.102], [-6.434, 0.253, -0.012], [-3.654, 1.379, 1.488], [-5.065, 1.062, 2.525], [-5.142, 2.314, 1.264], [-4.818, -2.270, -1.160], [-7.531, -2.221, -2.103], [-9.592, -0.847, -1.906], [-9.618, 1.175, -0.536], [-7.624, 1.897, 0.729]],
  "molar_mass_da": 960.80,
  "e_homo_ev": [-6.205, -6.205],
  "total_energy_ev": -205979.28696,
  "gap_ev": [5.4768, 5.4754]
}


[3]
{
  "formula": "C40H41IrN9O6",
  "method": "ωB97M-V with the def2-TZVPD basis set",
  "symbols": ["Ir", "O", "C", "O", "C", "C", "C", "C", "C", "O", "C", "C", "O", "O", "H", "H", "H", "H", "H", "H", "H", "H", "C", "N", "C", "N", "C", "N", "C", "C", "C", "C", "C", "C", "C", "N", "N", "C", "O", "C", "C", "C", "C", "C", "C", "N", "C", "N", "C", "N", "C", "H", "H", "H", "H", "H", "H", "H", "H", "H", "H", "H", "H", "H", "H", "H", "H", "C", "C", "C", "C", "C", "C", "C", "C", "C", "C", "C", "C", "N", "H", "H", "H", "H", "H", "H", "H", "H", "H", "H", "H", "H", "H", "H", "H", "H", "H"],
  "coordinates": [[0.315, 1.671, 1.790], [-1.155, 3.556, 5.418], [-1.060, 2.921, 4.381], [0.012, 2.622, 3.791], [-2.403, 2.342, 3.802], [-2.311, 0.817, 3.637], [-3.738, 0.249, 3.536], [-4.133, 0.680, 2.115], [-2.866, 1.413, 1.625], [-1.818, 0.626, 2.325], [-2.793, 2.771, 2.375], [-1.838, 3.845, 1.736], [-2.145, 5.007, 1.918], [-0.881, 3.423, 1.016], [-3.164, 2.615, 4.536], [-1.672, 0.316, 4.363], [-3.729, -0.837, 3.643], [-4.387, 0.665, 4.304], [-4.350, -0.168, 1.466], [-4.993, 1.345, 2.113], [-1.962, 2.176, -0.007], [-3.772, 3.255, 2.387], [3.320, -3.040, 3.346], [2.685, -1.744, 3.328], [2.076, -1.109, 2.317], [1.651, 0.074, 2.733], [2.030, 0.119, 4.030], [2.652, -0.966, 4.417], [4.578, -3.057, 2.504], [5.833, -3.204, 3.094], [6.963, -3.265, 2.277], [6.867, -3.150, 0.911], [5.610, -2.942, 0.303], [4.475, -2.925, 1.136], [5.457, -2.737, -1.095], [6.281, -3.068, -2.069], [5.739, -2.702, -3.215], [4.585, -2.111, -2.961], [4.327, -2.115, -1.603], [3.745, -1.447, -3.893], [3.898, -1.653, -5.281], [3.120, -0.956, -6.173], [2.217, 0.014, -5.739], [2.068, 0.245, -4.368], [1.132, 1.364, -3.935], [1.305, 1.729, -2.559], [0.595, 1.322, -1.500], [1.182, 1.733, -0.386], [2.265, 2.409, -0.832], [2.367, 2.420, -2.135], [2.785, -0.506, -3.462], [2.605, -3.782, 2.967], [3.548, -3.261, 4.391], [1.948, -1.502, 1.330], [1.829, 0.956, 4.667], [5.926, -3.285, 4.167], [7.932, -3.389, 2.742], [7.748, -3.195, 0.289], [3.509, -2.834, 0.662], [4.632, -2.368, -5.620], [3.220, -1.139, -7.234], [1.646, 0.588, -6.457], [0.084, 1.075, -4.079], [1.341, 2.249, -4.544], [-0.315, 0.767, -1.572], [2.977, 2.881, -0.188], [2.674, -0.352, -2.398], [-6.098, 2.183, -0.746], [-4.830, 2.401, -1.575], [-4.055, 3.621, -1.084], [-4.080, 1.086, -1.670], [-4.482, 0.275, -2.725], [-3.930, -0.972, -2.927], [-2.952, -1.421, -2.065], [-2.514, -0.641, -0.998], [-1.429, -1.222, -0.116], [-0.339, -1.946, -0.922], [-2.052, -2.217, 0.869], [-3.096, 0.623, -0.779], [-2.687, 1.509, 0.246], [-6.700, 3.087, -0.715], [-5.833, 1.920, 0.271], [-6.691, 1.374, -1.168], [-5.149, 2.630, -2.600], [-4.014, 3.679, -0.001], [-4.554, 4.519, -1.446], [-3.037, 3.620, -1.468], [-5.241, 0.638, -3.407], [-4.248, -1.576, -3.765], [-2.519, -2.397, -2.226], [-0.953, -0.417, 0.461], [-0.675, -2.930, -1.245], [0.539, -2.097, -0.299], [-0.033, -1.390, -1.806], [-2.659, -2.936, 0.319], [-2.677, -1.704, 1.592], [-1.279, -2.754, 1.415]],
  "molar_mass_da": 936.04,
  "e_homo_ev": [-2.532, -2.533],
  "total_charge": -1,
  "total_energy_ev": -70681.04414,
  "gap_ev": [3.5441, 3.5448]
}


[4]
{
  "formula": "C40H41N7O5P2SSc",
  "method": "ωB97M-V with the def2-TZVPD basis set",
  "symbols": ["Sc", "N", "C", "C", "O", "O", "H", "H", "H", "H", "C", "S", "C", "C", "C", "N", "P", "C", "C", "C", "C", "C", "C", "C", "C", "C", "C", "C", "C", "P", "C", "C", "C", "C", "C", "C", "C", "C", "C", "C", "C", "C", "H", "H", "H", "H", "H", "H", "H", "H", "H", "H", "H", "H", "H", "H", "H", "H", "H", "H", "H", "H", "H", "H", "H", "H", "H", "H", "H", "H", "H", "O", "N", "C", "C", "N", "C", "N", "O", "C", "N", "C", "O", "C", "C", "C", "C", "N", "C", "H", "H", "H", "H", "H", "H", "H", "H"],
  "coordinates": [[1.266, -1.241, 0.995], [3.428, -1.973, 0.255], [3.096, -2.937, -0.843], [1.576, -3.022, -1.069], [1.140, -3.270, -2.165], [0.866, -2.780, 0.007], [4.198, -1.383, -0.049], [3.782, -2.513, 1.035], [3.457, -3.938, -0.603], [3.546, -2.634, -1.783], [-3.149, 5.460, -2.088], [-1.342, 5.482, -1.970], [-0.942, 4.352, -3.345], [-1.003, 2.873, -2.965], [0.060, 2.537, -1.920], [-0.026, 1.163, -1.429], [1.073, -0.072, -1.896], [1.004, 0.020, -3.718], [1.665, 0.995, -4.463], [1.461, 1.075, -5.832], [0.607, 0.182, -6.466], [-0.030, -0.807, -5.732], [0.175, -0.896, -4.363], [2.750, 0.619, -1.544], [3.855, 0.068, -2.199], [5.145, 0.428, -1.839], [5.354, 1.343, -0.814], [4.266, 1.898, -0.156], [2.973, 1.539, -0.518], [-0.356, 0.731, 0.256], [-1.512, 2.109, 0.717], [-2.810, 2.152, 0.037], [-3.696, 3.036, 0.487], [-3.305, 3.895, 1.600], [-1.895, 4.367, 1.765], [-0.864, 3.361, 1.278], [-1.539, -0.681, -0.008], [-1.956, -0.994, -1.304], [-2.763, -2.092, -1.552], [-3.173, -2.911, -0.512], [-2.789, -2.607, 0.783], [-1.983, -1.505, 1.036], [-3.523, 6.104, -1.295], [-3.525, 4.449, -1.941], [-3.457, 5.854, -3.054], [0.064, 4.622, -3.671], [-1.631, 4.580, -4.158], [-0.843, 2.264, -3.859], [-1.990, 2.633, -2.564], [-0.070, 3.231, -1.090], [1.050, 2.726, -2.345], [2.334, 1.696, -3.983], [1.974, 1.837, -6.405], [0.454, 0.249, -7.535], [-0.679, -1.517, -6.228], [-0.285, -1.691, -3.787], [3.691, -0.643, -3.002], [5.991, 0.005, -2.366], [6.360, 1.634, -0.540], [4.423, 2.625, 0.631], [2.133, 2.006, -0.018], [-3.019, 1.438, -0.747], [-4.697, 3.124, 0.089], [-4.047, 4.585, 1.981], [-1.647, 5.385, 2.030], [0.186, 3.589, 1.164], [-1.665, -0.364, -2.132], [-3.068, -2.308, -2.568], [-3.797, -3.773, -0.708], [-3.125, -3.219, 1.611], [-1.742, -1.287, 2.065], [0.499, -0.489, 2.696], [-0.416, 0.414, 2.349], [-0.815, 1.397, 3.063], [-1.509, 2.388, 2.243], [-2.462, 3.399, 2.727], [-0.477, 1.594, 4.435], [-0.175, 1.711, 5.537], [-3.692, -4.240, 3.720], [-3.027, -4.320, 4.970], [-1.694, -3.812, 4.796], [-0.602, -4.625, 4.756], [-0.607, -5.804, 5.027], [0.668, -3.900, 4.386], [1.717, -3.811, 5.292], [2.862, -3.129, 4.917], [2.915, -2.567, 3.655], [1.930, -2.680, 2.763], [0.827, -3.346, 3.129], [-4.476, -4.799, 3.741], [-2.935, -5.348, 5.318], [-3.548, -3.717, 5.717], [-1.607, -2.855, 4.494], [1.624, -4.267, 6.269], [3.700, -3.024, 5.590], [3.786, -1.993, 3.355], [0.053, -3.448, 2.374]],
  "molar_mass_da": 838.78,
  "e_homo_ev": -10.376,
  "total_charge": 1,
  "total_energy_ev": -112920.76085,
  "gap_ev": 7.5674
}


[5]
{
  "formula": "C40H42AsLiN3O2P2STe",
  "method": "ωB97M-V with the def2-TZVPD basis set",
  "symbols": ["Li", "Te", "C", "C", "C", "N", "C", "C", "C", "P", "C", "C", "C", "C", "C", "C", "C", "C", "C", "C", "C", "C", "P", "C", "C", "C", "C", "C", "C", "C", "C", "C", "C", "C", "C", "H", "H", "H", "H", "H", "H", "H", "H", "H", "H", "H", "H", "H", "H", "H", "H", "H", "H", "H", "H", "H", "H", "H", "H", "O", "C", "O", "H", "C", "As", "C", "C", "H", "H", "H", "H", "H", "H", "H", "H", "H", "C", "C", "C", "C", "N", "C", "S", "N", "C", "H", "H", "H", "H", "H", "H", "H", "H"],
  "coordinates": [[0.581, 0.693, -0.912], [1.861, -3.221, 2.441], [0.078, -3.867, 3.423], [-1.051, -4.332, 2.758], [-2.161, -4.714, 3.496], [-2.222, -4.682, 4.828], [-1.130, -4.255, 5.460], [0.025, -3.839, 4.813], [1.219, -1.705, 1.157], [1.078, -1.903, -0.588], [2.454, -2.982, -1.151], [3.568, -2.355, -1.707], [4.681, -3.088, -2.095], [4.693, -4.466, -1.936], [3.589, -5.105, -1.387], [2.480, -4.368, -0.995], [-0.395, -2.943, -0.976], [-1.564, -2.721, -0.249], [-2.754, -3.350, -0.586], [-2.802, -4.212, -1.672], [-1.653, -4.423, -2.423], [-0.466, -3.791, -2.083], [1.135, 0.006, 1.564], [2.648, 0.511, 2.488], [3.547, 1.359, 1.846], [4.729, 1.747, 2.461], [5.029, 1.290, 3.736], [4.140, 0.449, 4.392], [2.959, 0.065, 3.773], [-0.092, 0.191, 2.924], [-0.057, 1.355, 3.891], [-1.372, 1.583, 4.693], [-2.057, 0.292, 5.042], [-1.902, -0.781, 4.269], [-0.978, -0.788, 3.139], [-1.078, -4.390, 1.677], [-3.054, -5.066, 2.988], [-1.186, -4.234, 6.544], [0.864, -3.470, 5.390], [3.552, -1.279, -1.838], [5.537, -2.583, -2.526], [5.558, -5.042, -2.240], [3.594, -6.180, -1.255], [1.628, -4.874, -0.560], [-1.532, -2.027, 0.583], [-3.648, -3.160, -0.002], [-3.728, -4.705, -1.941], [-1.683, -5.082, -3.283], [0.417, -3.957, -2.688], [3.307, 1.726, 0.854], [5.413, 2.411, 1.946], [5.949, 1.592, 4.221], [4.367, 0.088, 5.388], [2.273, -0.597, 4.288], [0.704, 1.117, 4.645], [-1.108, 2.123, 5.605], [-2.741, 0.297, 5.883], [-2.449, -1.692, 4.487], [-0.955, -1.663, 2.509], [-0.574, 2.386, -4.145], [0.481, 2.077, -3.591], [0.636, 1.672, -2.401], [1.412, 2.092, -4.204], [-2.349, 2.909, -1.183], [-2.049, 1.031, -0.753], [-3.437, 0.851, 0.629], [-3.003, 0.284, -2.284], [-3.416, 3.113, -1.291], [-1.835, 3.107, -2.124], [-1.933, 3.541, -0.399], [-4.426, 1.101, 0.242], [-3.162, 1.550, 1.420], [-3.443, -0.157, 1.046], [-4.023, 0.667, -2.334], [-3.016, -0.805, -2.232], [-2.451, 0.597, -3.172], [-3.749, 4.267, 3.467], [-2.452, 3.761, 4.038], [-1.551, 4.639, 4.553], [-0.146, 4.450, 4.880], [0.640, 3.583, 4.362], [0.294, 2.723, 3.354], [0.197, 3.191, 1.796], [-2.346, 2.412, 3.990], [0.452, 5.435, 5.846], [-3.832, 5.345, 3.574], [-4.603, 3.791, 3.954], [-3.790, 4.025, 2.402], [-1.906, 5.656, 4.673], [-3.075, 1.909, 3.510], [-0.147, 5.507, 6.754], [0.467, 6.425, 5.382], [1.472, 5.147, 6.086]],
  "molar_mass_da": 900.27,
  "e_homo_ev": -4.822,
  "total_charge": -1,
  "total_energy_ev": -148478.73091,
  "gap_ev": 7.0697
}